A molecular structure, C15H28BBr2CaCl2F13NaO9PS2 at a distorted geometry. Source: OMol25; level of theory: wB97M-V/def2-TZVPD.

Each line ends with the Mulliken charge.
Cartesian coordinates (Å):
C  8.6947  -0.8696  -2.2598  -0.61
C  8.4671  0.1901  -3.0399  -0.21
C  7.1526  0.2827  -3.7397  0.28
O  6.9136  1.6584  -4.1801  -0.41
S  5.6322  2.2919  -3.4916  1.21
O  6.0633  2.9826  -2.3394  -0.50
O  4.7838  2.9266  -4.4211  -0.58
O  4.9464  0.8656  -3.1626  0.07
C  5.9329  -0.0639  -2.8384  -0.11
Cl  6.2197  0.1926  -1.0619  -0.07
P  5.3974  -1.9195  -2.9498  -0.07
S  4.5238  -2.7602  -1.4182  -0.02
H  7.9268  -1.2517  -1.6335  -0.52
H  9.6770  -1.3375  -2.2580  0.44
H  9.1871  0.9824  -3.2078  0.50
H  7.1780  -0.2481  -4.6908  0.32
H  4.7016  -1.9918  -4.1634  0.09
H  6.6509  -2.5170  -3.1955  0.03
Na  8.5455  -1.9684  -0.2524  0.98
Br  -0.9695  -0.1730  -2.7633  -0.24
C  0.2111  0.2861  -4.2736  -0.48
C  0.9524  -0.9500  -4.6975  -0.70
Br  2.3123  -1.3195  -3.3485  -0.06
H  0.8866  1.0598  -3.9225  0.23
H  -0.4444  0.6969  -5.0378  0.43
H  1.4576  -0.7772  -5.6453  0.37
H  0.3219  -1.8296  -4.7790  0.46
F  3.7407  -4.1771  -0.0142  -0.78
B  2.2978  2.6834  -0.7131  0.65
F  1.3519  2.1265  -1.7784  -0.53
F  2.2865  4.0195  -0.8281  -0.28
F  1.6879  2.2488  0.5424  -0.44
F  3.4920  2.0888  -0.8964  -0.15
Ca  0.0254  1.2236  -0.5666  1.61
C  -3.7223  3.8425  3.0897  -0.92
O  -3.1812  2.5461  2.8168  -0.09
C  -2.5374  1.9585  3.9434  -0.39
C  -3.3861  0.8650  4.5545  -0.10
O  -4.5500  1.3608  5.1863  -0.40
C  -5.7289  1.1756  4.4405  -0.33
H  -4.3290  4.1124  2.2128  0.22
H  -4.3607  3.8273  3.9712  0.42
H  -2.9394  4.5878  3.2376  0.20
H  -2.2710  2.7157  4.6880  0.22
H  -1.6059  1.5003  3.5798  0.23
H  -2.7948  0.3612  5.3268  0.41
H  -3.6565  0.1202  3.7920  -0.07
H  -5.9980  0.1087  4.3930  0.16
H  -5.6405  1.5701  3.4259  0.14
H  -6.5265  1.7087  4.9552  0.30
C  -5.7674  -0.9378  0.5497  -0.61
C  -6.7415  -2.1029  0.7641  0.90
C  -6.5840  -2.9437  2.0362  0.22
F  -5.3849  -3.5615  2.0531  -0.22
F  -7.5443  -3.8923  2.0478  -0.28
F  -6.7332  -2.9112  -0.3196  -0.30
F  -7.9819  -1.5454  0.8460  -0.31
O  -4.6639  -1.1694  -0.3292  -0.37
C  -3.4863  -1.6939  0.0741  0.65
C  -3.1175  -2.9930  -0.6572  0.19
F  -4.0400  -3.9311  -0.4088  -0.23
F  -1.9204  -3.4176  -0.1970  -0.26
F  -3.4043  -1.8297  1.4004  -0.26
F  -2.5141  -0.7503  -0.2686  -0.11
H  -6.3476  -0.1720  0.0409  0.38
H  -5.4497  -0.4899  1.4914  0.24
H  -6.6892  -2.3217  2.9287  0.18
H  -3.0544  -2.8175  -1.7342  0.21
O  -6.0872  2.2742  1.0580  -0.64
H  -5.2666  2.7412  1.2665  0.20
H  -6.7273  2.9773  0.9075  0.31
O  8.7957  -3.7152  3.2098  -0.63
H  9.6938  -3.5753  3.5281  0.32
H  8.2406  -3.5000  3.9675  0.33
Cl  -2.2007  5.2653  5.1571  -0.81

Output
LUMO in eV: -2.247
Kohn-Sham gap in eV: 3.44
Highest occupied orbital energy in eV: -5.69

A molecular structure, C15H28BiGeN10O3 at a distorted geometry. Source: OMol25; level of theory: wB97M-V/def2-TZVPD.

Each line ends with the Mulliken charge.
Cartesian coordinates (Å):
Bi  -0.2851  1.1596  0.4445  2.01
C  2.4563  0.6537  -2.3922  -1.47
C  1.4977  -0.5379  -2.3854  1.25
C  0.3597  -0.3299  -3.3824  -1.35
C  2.2673  -1.8189  -2.7194  -1.82
O  0.9859  -0.6427  -1.0544  0.10
Ge  -0.1069  -1.9195  -0.2534  -0.08
O  0.1574  -1.2381  1.4722  -0.13
C  1.0666  -1.5822  2.5211  1.29
C  2.4918  -1.1847  2.1365  -1.15
C  0.6052  -0.8308  3.7698  -1.45
C  0.9822  -3.0916  2.7650  -1.77
O  -1.6321  -0.8657  -0.4928  -0.22
C  -3.0242  -1.1625  -0.3452  1.26
C  -3.3777  -1.2874  1.1372  -1.26
C  -3.7855  -0.0098  -0.9975  -1.47
C  -3.3374  -2.4721  -1.0731  -1.70
H  2.8985  0.7700  -3.3805  0.45
H  3.2514  0.5058  -1.6596  0.36
H  1.9218  1.5725  -2.1457  0.20
H  0.7546  -0.2527  -4.3948  0.48
H  -0.1962  0.5789  -3.1526  0.24
H  -0.3328  -1.1751  -3.3347  0.27
H  2.7104  -1.7490  -3.7115  0.45
H  1.5854  -2.6735  -2.6950  0.40
H  3.0587  -1.9809  -1.9856  0.36
H  2.5543  -0.1035  2.0048  0.18
H  2.7761  -1.6723  1.2003  0.21
H  3.1919  -1.4745  2.9186  0.50
H  0.7010  0.2447  3.6239  0.33
H  1.2239  -1.1135  4.6209  0.43
H  -0.4348  -1.0760  3.9925  0.35
H  1.2745  -3.6309  1.8596  0.39
H  -0.0399  -3.3715  3.0257  0.36
H  1.6462  -3.3766  3.5793  0.45
H  -3.1956  -0.3440  1.6546  0.24
H  -2.7622  -2.0634  1.5993  0.22
H  -4.4279  -1.5508  1.2558  0.50
H  -3.5439  0.9362  -0.5098  0.32
H  -4.8585  -0.1775  -0.9129  0.43
H  -3.5176  0.0684  -2.0517  0.36
H  -2.7716  -3.2929  -0.6225  0.38
H  -3.0587  -2.3915  -2.1253  0.36
H  -4.4006  -2.6954  -1.0039  0.45
N  1.4517  4.2913  -0.2492  -0.12
C  0.4833  3.9107  -1.1336  0.36
N  0.1825  4.5762  -2.2284  -0.49
N  -0.7814  3.8530  -2.8287  -0.65
N  -1.0707  2.8092  -2.1561  -0.42
N  -0.2721  2.7972  -1.0506  0.63
C  1.7000  3.7129  0.9639  0.23
N  2.5503  4.1904  1.8482  -0.51
N  2.5097  3.3258  2.8773  -0.62
N  1.6884  2.3754  2.6554  -0.36
N  1.1365  2.5795  1.4263  0.53
H  1.9067  5.1715  -0.4318  0.24
N  -2.8361  2.8082  2.0190  -0.61
C  -1.9779  2.2483  1.4890  0.08

Output
LUMO (spin up / spin down) in eV: -0.324 / -3.928
Kohn-Sham gap (spin up / spin down) in eV: 8.46 / 4.86
2S+1: 2
Highest occupied orbital energy (spin up / spin down) in eV: -8.79 / -8.79

A molecular structure, C15H28BiIO4P2S at a distorted geometry. Source: OMol25; level of theory: wB97M-V/def2-TZVPD.

Each line ends with the Mulliken charge.
Cartesian coordinates (Å):
C  -1.3094  0.0389  -2.2143  -1.43
I  -2.6347  -0.2407  0.1168  0.12
H  -2.1446  0.1455  -2.9021  0.58
H  -1.0637  0.9163  -1.6208  0.37
H  -1.1330  -0.9626  -1.8298  0.31
Bi  0.7860  -0.0459  -3.5558  0.69
P  1.2822  2.6161  -2.7431  0.63
C  -0.2059  3.3030  -1.9170  -1.16
C  2.5962  3.1109  -1.5631  -1.09
H  2.6802  4.2075  -1.5174  0.38
H  1.7337  4.8177  -3.7160  0.39
H  3.5549  2.6891  -1.8930  0.39
H  2.3914  3.4805  -4.7127  0.39
H  -0.2599  2.9330  -0.8833  0.31
H  2.3611  2.7198  -0.5632  0.36
C  1.5309  3.8107  -4.1131  -1.16
H  -0.1506  4.4005  -1.9122  0.42
H  0.6405  3.8411  -4.7562  0.39
H  -1.1150  3.0009  -2.4533  0.39
P  1.0757  -2.6356  -2.5004  0.68
C  -0.4901  -3.4071  -1.9365  -1.09
C  1.6822  -3.8759  -3.7014  -1.24
H  3.0125  -2.2355  -1.1035  0.37
H  2.5066  -3.9526  -1.0506  0.39
H  1.5806  -2.7063  -0.1258  0.20
C  2.1496  -2.9117  -1.0454  -0.89
H  2.5141  -3.4535  -4.2825  0.39
H  2.0336  -4.7776  -3.1778  0.40
H  -0.4945  -4.4615  -2.2486  0.41
H  -1.3604  -2.9088  -2.3811  0.50
H  0.8713  -4.1421  -4.3950  0.40
H  -0.5580  -3.3307  -0.8406  0.19
C  -5.2810  0.1898  -2.6287  0.83
O  -5.1601  1.3575  -2.5816  -0.41
C  0.3621  1.4306  6.9887  -1.36
C  -0.0985  0.6917  5.7621  0.74
C  -0.1703  -0.7087  5.7774  -0.59
C  -0.6219  -1.4097  4.6591  -0.71
C  -0.9737  -0.7211  3.5043  0.75
C  -0.9291  0.6749  3.4733  -0.31
C  -0.4822  1.3703  4.6015  -0.67
S  -1.5372  -1.7256  2.0834  0.87
O  -0.3517  -2.3766  1.5057  -0.48
O  -2.5907  -2.5745  2.5899  -0.46
O  -5.4100  -0.9699  -2.6881  -0.39
H  -0.3120  1.2444  7.8304  0.33
H  1.3603  1.1176  7.3100  0.35
H  0.3920  2.5069  6.8095  0.36
H  0.1381  -1.2519  6.6738  0.40
H  -0.6944  -2.4970  4.6951  0.39
H  -1.2632  1.2015  2.5799  0.10
H  -0.4398  2.4667  4.5928  0.29

Output
LUMO in eV: -8.702
Net charge: +2
Kohn-Sham gap in eV: 5.23
Highest occupied orbital energy in eV: -13.93

A molecular structure, C15H28BrFN5OTi at a distorted geometry. Source: OMol25; level of theory: wB97M-V/def2-TZVPD.

Each line ends with the Mulliken charge.
Cartesian coordinates (Å):
Ti  -0.4762  -0.1727  0.1734  -0.11
C  2.8699  0.5873  0.9445  -0.95
C  1.7886  1.3811  1.6917  -0.41
N  0.4536  0.7349  1.8205  0.08
C  0.3305  -0.1834  2.9840  -0.70
C  0.7672  -1.5815  2.5784  -0.66
N  -0.0067  -1.9791  1.3847  -0.01
C  0.5271  -3.2389  0.8249  -0.59
C  -0.3744  -3.8405  -0.2607  -0.90
C  -1.2650  -2.8341  -0.9911  -0.72
N  -0.6115  -1.5426  -1.3160  0.07
C  0.5388  -1.5976  -2.2348  -0.63
C  1.0463  -0.1596  -2.3396  -0.82
N  1.2025  0.3935  -0.9654  0.18
C  2.4287  -0.1563  -0.3300  -0.07
H  3.3553  -0.1292  1.6070  0.31
H  3.6453  1.3159  0.6936  0.45
H  1.6585  2.3421  1.1833  0.22
H  2.1788  1.6173  2.6911  0.33
H  -0.2029  1.4969  2.0350  0.43
H  -0.7246  -0.2146  3.2856  0.34
H  0.9216  0.1672  3.8371  0.54
H  0.5954  -2.2703  3.4149  0.49
H  1.8359  -1.6066  2.3432  0.37
H  -0.9557  -2.2057  1.7186  0.40
H  0.6375  -3.9811  1.6255  0.53
H  1.5344  -3.0579  0.4376  0.35
H  -1.0466  -4.5770  0.1839  0.38
H  0.2488  -4.3831  -0.9725  0.33
H  -2.1507  -2.5946  -0.3863  0.36
H  -1.6185  -3.3129  -1.9110  0.50
H  -1.3448  -1.0424  -1.8385  0.14
H  0.2503  -1.9644  -3.2292  0.42
H  1.3103  -2.2625  -1.8369  0.45
H  0.3091  0.4508  -2.8803  0.39
H  1.9924  -0.1193  -2.8978  0.47
H  1.3873  1.3956  -1.0983  0.41
H  3.2606  -0.1129  -1.0446  0.49
H  2.2504  -1.2118  -0.1049  -0.03
O  -3.2505  5.2939  -1.6798  -0.45
C  -2.6435  4.2303  -1.2602  0.74
C  -1.4817  4.2072  -0.4602  -0.92
C  -0.8915  3.0123  -0.1472  -0.18
N  -1.3450  1.7886  -0.5249  0.38
C  -2.5096  1.8278  -1.2170  0.05
Br  -3.3498  0.1791  -1.6799  -0.06
C  -3.1584  2.9668  -1.6154  -0.57
H  -2.8720  6.1430  -1.3989  0.36
H  -1.0563  5.1309  -0.0975  0.43
H  0.0214  3.0521  0.4352  0.13
H  -4.0649  2.9154  -2.1992  0.53
F  -1.9455  -0.2975  1.0241  -0.29

Output
LUMO in eV: -11.735
Net charge: +3
Kohn-Sham gap in eV: 7.23
Highest occupied orbital energy in eV: -18.97

Repeat the second record exactly.
A molecular structure, C15H28BiGeN10O3 at a distorted geometry. Source: OMol25; level of theory: wB97M-V/def2-TZVPD.

Each line ends with the Mulliken charge.
Cartesian coordinates (Å):
Bi  -0.2851  1.1596  0.4445  2.01
C  2.4563  0.6537  -2.3922  -1.47
C  1.4977  -0.5379  -2.3854  1.25
C  0.3597  -0.3299  -3.3824  -1.35
C  2.2673  -1.8189  -2.7194  -1.82
O  0.9859  -0.6427  -1.0544  0.10
Ge  -0.1069  -1.9195  -0.2534  -0.08
O  0.1574  -1.2381  1.4722  -0.13
C  1.0666  -1.5822  2.5211  1.29
C  2.4918  -1.1847  2.1365  -1.15
C  0.6052  -0.8308  3.7698  -1.45
C  0.9822  -3.0916  2.7650  -1.77
O  -1.6321  -0.8657  -0.4928  -0.22
C  -3.0242  -1.1625  -0.3452  1.26
C  -3.3777  -1.2874  1.1372  -1.26
C  -3.7855  -0.0098  -0.9975  -1.47
C  -3.3374  -2.4721  -1.0731  -1.70
H  2.8985  0.7700  -3.3805  0.45
H  3.2514  0.5058  -1.6596  0.36
H  1.9218  1.5725  -2.1457  0.20
H  0.7546  -0.2527  -4.3948  0.48
H  -0.1962  0.5789  -3.1526  0.24
H  -0.3328  -1.1751  -3.3347  0.27
H  2.7104  -1.7490  -3.7115  0.45
H  1.5854  -2.6735  -2.6950  0.40
H  3.0587  -1.9809  -1.9856  0.36
H  2.5543  -0.1035  2.0048  0.18
H  2.7761  -1.6723  1.2003  0.21
H  3.1919  -1.4745  2.9186  0.50
H  0.7010  0.2447  3.6239  0.33
H  1.2239  -1.1135  4.6209  0.43
H  -0.4348  -1.0760  3.9925  0.35
H  1.2745  -3.6309  1.8596  0.39
H  -0.0399  -3.3715  3.0257  0.36
H  1.6462  -3.3766  3.5793  0.45
H  -3.1956  -0.3440  1.6546  0.24
H  -2.7622  -2.0634  1.5993  0.22
H  -4.4279  -1.5508  1.2558  0.50
H  -3.5439  0.9362  -0.5098  0.32
H  -4.8585  -0.1775  -0.9129  0.43
H  -3.5176  0.0684  -2.0517  0.36
H  -2.7716  -3.2929  -0.6225  0.38
H  -3.0587  -2.3915  -2.1253  0.36
H  -4.4006  -2.6954  -1.0039  0.45
N  1.4517  4.2913  -0.2492  -0.12
C  0.4833  3.9107  -1.1336  0.36
N  0.1825  4.5762  -2.2284  -0.49
N  -0.7814  3.8530  -2.8287  -0.65
N  -1.0707  2.8092  -2.1561  -0.42
N  -0.2721  2.7972  -1.0506  0.63
C  1.7000  3.7129  0.9639  0.23
N  2.5503  4.1904  1.8482  -0.51
N  2.5097  3.3258  2.8773  -0.62
N  1.6884  2.3754  2.6554  -0.36
N  1.1365  2.5795  1.4263  0.53
H  1.9067  5.1715  -0.4318  0.24
N  -2.8361  2.8082  2.0190  -0.61
C  -1.9779  2.2483  1.4890  0.08

Output
LUMO (spin up / spin down) in eV: -0.324 / -3.928
Kohn-Sham gap (spin up / spin down) in eV: 8.46 / 4.86
2S+1: 2
Highest occupied orbital energy (spin up / spin down) in eV: -8.79 / -8.79

> Which formula does entry 3 have?

C15H28BiIO4P2S